No. 1
ORCA calculation (the ωB97M-V functional and the def2-TZVPD basis) on a structure of composition C18H12N5O6SbSe5Sn in a non-equilibrium geometry.

As for the LUMO energy: -1.7678 eV. The value obtained for the HOMO energy is -0.2799 hartree. Its spin multiplicity is 1. The net charge is 0. As for the energy above the lowest of the compared OMol25 structures with the same formula, charge and spin: 396.7 kJ/mol. The HOMO-LUMO gap is 5.85 eV.

Each line ends with the Mulliken charge.
Element x y z (Å)
1 Sn 0.15 -0.13 -0.17  0.904
2 O -2.86 -2.90 -0.22  -0.622
3 C -2.07 -2.06 -0.58  0.419
4 N -0.65 -2.23 -0.49  -0.291
5 C -0.24 -2.68 0.67  0.010
6 O -0.99 -2.90 1.73  -0.682
7 C 1.23 -2.78 0.81  0.919
8 C 1.82 -3.69 1.67  -0.708
9 C 3.21 -3.74 1.68  -0.557
10 C 3.93 -2.89 0.86  -0.726
11 C 3.24 -1.96 0.09  -0.008
12 N 1.91 -1.91 0.07  0.038
13 C -2.49 -0.91 -1.44  0.756
14 C -3.82 -0.83 -1.82  -0.868
15 C -4.21 0.21 -2.63  -0.366
16 C -3.27 1.15 -3.03  -0.855
17 C -1.97 1.02 -2.57  -0.094
18 N -1.59 0.01 -1.79  0.085
19 H 1.20 -4.32 2.29  0.523
20 H 3.72 -4.44 2.33  0.450
21 H 5.00 -2.92 0.81  0.434
22 H 3.75 -1.24 -0.54  0.254
23 H -4.49 -1.60 -1.47  0.536
24 H -5.24 0.29 -2.97  0.452
25 H -3.52 1.98 -3.67  0.436
26 H -1.19 1.72 -2.83  0.482
27 N 2.63 4.63 3.00  -0.495
28 C 1.71 4.09 2.58  -0.010
29 C 0.55 3.44 2.06  0.322
30 C -0.31 4.07 1.18  -0.347
31 C -1.43 3.38 0.74  -0.692
32 C -1.67 2.12 1.23  -0.409
33 N -0.83 1.49 2.07  -0.209
34 C 0.27 2.12 2.47  0.546
35 H -0.10 5.08 0.86  0.503
36 H -2.13 3.83 0.04  0.498
37 H -2.56 1.57 0.96  0.570
38 H 0.89 0.56 3.31  0.442
39 O -1.99 -0.61 0.98  -0.320
40 Se -1.20 -1.07 2.28  1.479
41 O 1.13 1.51 3.26  -0.514
42 O 0.40 -0.85 2.17  -0.630
43 O -1.85 -0.98 3.68  -0.880
44 Se 5.26 -0.31 -3.69  -0.520
45 Sb 3.15 0.82 -3.62  0.788
46 Se 3.45 3.08 -4.56  -0.295
47 Se 2.49 1.43 -5.94  -0.299
48 Se 1.56 0.37 -1.85  -0.452

=====

No. 2
ORCA calculation (the ωB97M-V functional and the def2-TZVPD basis) on the molecule ClHNP in a non-equilibrium geometry.

As for the LUMO energy: -1.2804 eV. The value obtained for the HOMO energy is -0.3886 hartree. Its spin multiplicity is 1. As for the SMILES: [H]/N=P\Cl. The net charge is 0. As for the energy above the lowest of the compared OMol25 structures with the same formula, charge and spin: 25.9 kJ/mol. The HOMO-LUMO gap is 9.29 eV.

Each line ends with the Mulliken charge.
Element x y z (Å)
1 H 1.23 0.70 -0.03  0.299
2 N 1.23 -0.29 0.05  -0.388
3 P -0.17 -0.90 -0.03  0.508
4 Cl -2.28 0.49 0.00  -0.419

=====

No. 3
ORCA calculation (the ωB97M-V functional and the def2-TZVPD basis) on a cluster of 2 separate species, C5H10O in total in a non-equilibrium geometry.

As for the LUMO energy: 1.0347 eV. The value obtained for the HOMO energy is -0.3499 hartree. Its spin multiplicity is 1. As for the SMILES: C=CC.CC=O. The net charge is 0. As for the energy above the lowest of the compared OMol25 structures with the same formula, charge and spin: 189.7 kJ/mol. The HOMO-LUMO gap is 10.56 eV.

Each line ends with the Mulliken charge.
Element x y z (Å)
1 C 1.46 0.82 -0.28  -0.810
2 C 1.04 -0.36 0.18  -0.001
3 C 1.36 -1.00 1.52  -1.130
4 H 1.79 0.91 -1.30  0.326
5 H 1.97 1.52 0.39  0.279
6 H 0.68 -1.03 -0.60  0.389
7 H 0.81 -1.92 1.68  0.301
8 H 1.15 -0.29 2.32  0.301
9 H 2.42 -1.25 1.64  0.334
10 C -1.80 0.71 -1.38  -0.731
11 C -1.85 -0.02 -0.04  0.123
12 O -2.18 -1.18 0.01  -0.488
13 H -0.74 0.90 -1.57  0.126
14 H -2.04 0.02 -2.17  0.292
15 H -2.35 1.64 -1.31  0.321
16 H -1.71 0.52 0.92  0.368

=====

No. 4
ORCA calculation (the ωB97M-V functional and the def2-TZVPD basis) on a cluster of 2 separate species, C2H5Cl4PSi in total in a non-equilibrium geometry.

As for the LUMO energy (spin up / spin down): -1.4746 / -1.0587 eV. The value obtained for the HOMO energy (spin up / spin down) is -0.2857 / -0.3293 hartree. Its spin multiplicity is 1. The net charge is 0. As for the energy above the lowest of the compared OMol25 structures with the same formula, charge and spin: 206.3 kJ/mol. The HOMO-LUMO gap (spin up / spin down) is 6.30 / 7.90 eV.

Each line ends with the Mulliken charge.
Element x y z (Å)
1 C -2.30 -1.47 -1.50  -1.039
2 C 3.09 1.15 1.70  -0.623
3 Si -1.67 -0.17 -0.14  0.590
4 P 1.72 0.68 0.75  0.365
5 Cl -1.84 1.77 -0.79  -0.215
6 Cl -2.54 -0.52 1.65  -0.237
7 Cl 1.38 2.27 -0.52  -0.193
8 Cl 2.73 -0.61 -0.39  -0.217
9 H -1.34 -1.91 -1.70  0.305
10 H -2.96 -2.31 -1.28  0.344
11 H -2.81 -0.99 -2.27  0.338
12 H 2.85 1.85 2.54  0.291
13 H 3.68 0.26 1.96  0.290

=====

No. 5
ORCA calculation (the ωB97M-V functional and the def2-TZVPD basis) on a cluster of 4 separate species, C4H15NO3 in total in a non-equilibrium geometry.

As for the LUMO energy: 0.2942 eV. The value obtained for the HOMO energy is -0.3089 hartree. Its spin multiplicity is 1. As for the SMILES: C/C=C(/C)N.O.O.O. The net charge is 0. As for the energy above the lowest of the compared OMol25 structures with the same formula, charge and spin: 94.4 kJ/mol. The HOMO-LUMO gap is 8.70 eV.

Each line ends with the Mulliken charge.
Element x y z (Å)
1 C -1.06 -2.21 -1.71  -1.041
2 C -1.43 -0.98 -0.91  -0.265
3 C -0.61 -0.29 -0.13  0.707
4 C -1.01 0.83 0.76  -1.592
5 N 0.72 -0.71 0.10  -0.432
6 H -1.05 -3.07 -1.03  0.214
7 H -1.63 -2.38 -2.60  0.348
8 H 0.00 -2.11 -1.96  0.252
9 H -2.45 -0.69 -1.12  0.358
10 H -0.28 1.62 0.71  0.362
11 H -0.92 0.59 1.79  0.367
12 H -1.99 1.29 0.63  0.349
13 H 1.20 -1.13 -0.68  0.188
14 H 1.27 0.01 0.55  0.224
15 O 0.94 3.53 -4.56  -0.637
16 H 1.83 3.72 -4.24  0.319
17 H 0.76 2.67 -4.16  0.318
18 O 0.91 -3.79 1.93  -0.676
19 H 0.92 -2.91 1.53  0.326
20 H 0.00 -4.10 1.88  0.309
21 O 0.66 3.02 4.17  -0.630
22 H 1.21 2.66 4.88  0.323
23 H 1.06 2.65 3.38  0.309

=====

No. 6
ORCA calculation (the ωB97M-V functional and the def2-TZVPD basis) on a cluster of 2 separate species, C5H13N2 in total in a non-equilibrium geometry.

As for the LUMO energy: -3.7439 eV. The value obtained for the HOMO energy is -0.5317 hartree. Its spin multiplicity is 1. The net charge is +1. As for the energy above the lowest of the compared OMol25 structures with the same formula, charge and spin: 240.8 kJ/mol. The HOMO-LUMO gap is 10.72 eV.

Each line ends with the Mulliken charge.
Element x y z (Å)
1 C 1.93 -0.40 1.21  -0.470
2 C 0.84 -0.19 2.17  -0.562
3 C 0.52 -0.40 0.61  -0.487
4 C 0.23 0.71 -0.28  1.128
5 C 0.91 1.95 -0.12  -1.277
6 N -0.83 0.60 -1.09  -0.333
7 N -2.27 -1.43 -1.43  -0.887
8 H 2.72 0.35 1.14  0.294
9 H 2.38 -1.50 1.29  0.236
10 H 0.64 -0.99 2.81  0.287
11 H 0.45 0.77 2.53  0.208
12 H 0.03 -1.34 0.44  0.444
13 H 0.34 2.85 -0.72  0.346
14 H 1.87 2.07 -0.68  0.330
15 H 1.01 2.26 0.94  0.331
16 H -1.40 -0.27 -1.12  0.368
17 H -1.13 1.30 -1.78  0.263
18 H -3.11 -1.40 -2.00  0.248
19 H -2.57 -1.61 -0.52  0.277
20 H -1.79 -2.23 -1.71  0.257

=====

no.,DFT total energy (eV)
1,-377691.5261
2,-23316.8350
3,-7392.7996
4,-69411.8489
5,-12023.2399
6,-8368.3150